--- 1 ---
Below is an isolated ion of composition C8H15N2 and charge +1, with properties calculated with ωB97M-V with the def2-TZVPD basis set.

The geometry in XYZ format:
```
25
C8H15N2, DFT ωB97M-V with the def2-TZVPD basis set
C -0.302 -1.709 -1.358
C 0.084 -0.352 -1.521
C -0.506 -2.751 -0.480
C 2.077 1.865 -0.094
C 0.331 -1.410 1.266
C -1.751 -0.038 1.085
C 0.605 1.973 -0.469
C -0.288 0.040 0.799
N -0.302 -2.736 0.884
N 0.053 0.611 -0.548
H -0.251 -2.280 -2.236
H 0.437 0.043 -2.530
H -0.967 -3.684 -0.836
H 2.740 2.414 -0.778
H 2.358 2.201 0.885
H 2.279 0.816 -0.105
H -0.379 -3.545 1.456
H 1.300 -1.506 0.922
H 0.471 -1.327 2.318
H -2.115 0.937 1.112
H -1.869 -0.486 2.068
H -2.348 -0.577 0.262
H 0.506 2.444 -1.509
H 0.003 2.491 0.333
H 0.233 0.743 1.562
```

Calculated values
LUMO level = -4.4 eV
Kohn-Sham gap = 8.6 eV
highest occupied orbital energy = -13.0 eV
SMILES = CC[N+]1=CC=CNC[C@@H]1C
net charge = +1

--- 2 ---
Below is an isolated ion of composition C8H15N2 and charge +1, with properties calculated with ωB97M-V with the def2-TZVPD basis set.

The geometry in XYZ format:
```
25
C8H15N2, DFT ωB97M-V with the def2-TZVPD basis set
C -2.248 -0.960 0.475
C -1.944 -1.166 -0.993
C -1.623 -0.085 1.265
C -0.796 -0.634 -1.420
C -0.510 0.753 0.701
C 0.222 -0.045 -0.504
C 1.195 0.967 -1.274
C 2.205 -0.583 1.039
N -0.900 2.051 0.193
N 1.141 -1.103 0.077
H -3.090 -1.558 0.893
H -2.614 -1.580 -1.696
H -1.828 0.211 2.247
H -0.441 -0.494 -2.463
H 0.204 0.888 1.591
H 1.671 1.738 -0.757
H 0.474 1.263 -2.053
H 2.020 0.292 -1.553
H 2.516 -1.340 1.705
H 3.229 -0.256 0.582
H 1.683 0.221 1.601
H -1.745 2.011 -0.349
H -0.929 2.837 0.858
H 0.530 -1.782 0.529
H 1.576 -1.646 -0.693
```

Calculated values
LUMO level = -3.4 eV
Kohn-Sham gap = 9.4 eV
highest occupied orbital energy = -12.8 eV
SMILES = C[NH2+][C@@]1(C)C=CC=C[C@@H]1N
net charge = +1

Each structure's energy above the most stable one, in eV: 1 0.000; 2 0.111.

--- 1 ---
Below is a 2-piece molecular cluster, C3H8 overall, with properties calculated with ωB97M-V with the def2-TZVPD basis set.

The geometry in XYZ format:
```
11
C3H8, DFT ωB97M-V with the def2-TZVPD basis set
C 2.152 1.576 1.712
H 1.247 1.104 2.100
H 2.667 0.793 1.138
H 2.880 2.057 2.348
H 1.682 2.164 0.925
C -2.360 -1.358 -1.130
C -1.124 -1.202 -1.587
H -2.919 -2.286 -0.995
H -2.976 -0.567 -0.699
H -0.374 -1.982 -1.671
H -0.875 -0.297 -2.140
```

Calculated values
LUMO level = 1.0 eV
Kohn-Sham gap = 10.7 eV
highest occupied orbital energy = -9.7 eV
SMILES = C=C.C

--- 2 ---
Below is one molecule with the formula C3H8, with properties calculated with ωB97M-V with the def2-TZVPD basis set.

The geometry in XYZ format:
```
11
C3H8, DFT ωB97M-V with the def2-TZVPD basis set
C -1.290 -0.177 0.054
C 0.015 0.693 0.014
C 1.259 -0.190 0.029
H -1.321 -0.979 0.730
H -2.176 0.384 0.016
H -1.327 -0.681 -0.951
H 0.174 1.198 -0.970
H 0.004 1.320 0.945
H 2.284 0.203 -0.247
H 1.069 -1.128 -0.684
H 1.307 -0.643 1.063
```

Calculated values
LUMO level = 1.3 eV
Kohn-Sham gap = 12.5 eV
highest occupied orbital energy = -11.2 eV
SMILES = CCC

Each structure's energy above the most stable one, in eV: 1 1.088; 2 0.000.

--- 1 ---
Below is one molecule with the formula CH4IN3, with properties calculated with ωB97M-V with the def2-TZVPD basis set.

The geometry in XYZ format:
```
9
CH4IN3, DFT ωB97M-V with the def2-TZVPD basis set
C -0.601 -0.783 -1.371
N 0.043 -0.682 -0.073
N 0.092 0.504 0.343
N 0.721 0.667 1.582
I 0.723 2.635 2.300
H -1.156 -1.715 -1.473
H 0.183 -0.725 -2.126
H -1.062 0.205 -1.334
H 1.056 -0.105 2.152
```

Calculated values
LUMO level = -0.6 eV
Kohn-Sham gap = 8.3 eV
highest occupied orbital energy = -8.9 eV
SMILES = C/N=N/NI

--- 2 ---
Below is one molecule with the formula CH4IN3, with properties calculated with ωB97M-V with the def2-TZVPD basis set.

The geometry in XYZ format:
```
9
CH4IN3, DFT ωB97M-V with the def2-TZVPD basis set
C -0.165 -0.406 -0.581
N -1.638 0.711 0.789
N -4.323 0.544 0.921
N -0.756 0.826 -0.160
I -3.114 -0.785 0.541
H 0.531 -0.798 0.169
H -0.916 -1.209 -0.762
H 0.376 -0.235 -1.498
H -0.905 1.436 -0.962
```

Calculated values
LUMO level (alpha / beta) = -1.0 / -0.1 eV
Kohn-Sham gap (alpha / beta) = 7.6 / 7.7 eV
highest occupied orbital energy (alpha / beta) = -8.6 / -7.8 eV

Each structure's energy above the most stable one, in eV: 1 0.000; 2 4.786.

--- 1 ---
Below is an isolated ion of composition C3H9N2 and charge +1, with properties calculated with ωB97M-V with the def2-TZVPD basis set.

The geometry in XYZ format:
```
14
C3H9N2, DFT ωB97M-V with the def2-TZVPD basis set
C -1.865 0.496 0.831
C -1.122 -0.039 -0.399
N 2.545 -0.475 -0.104
C 1.454 0.214 -0.381
N 0.293 -0.343 -0.115
H -1.644 -0.029 1.758
H -1.799 1.588 0.793
H -2.925 0.349 0.572
H -1.638 -0.840 -0.917
H -1.002 0.791 -1.159
H 2.377 -1.456 0.071
H 3.459 -0.090 -0.278
H 1.589 1.066 -1.045
H 0.278 -1.231 0.373
```

Calculated values
LUMO level = -3.9 eV
Kohn-Sham gap = 11.4 eV
highest occupied orbital energy = -15.3 eV
SMILES = CC/[NH+]=C/N
net charge = +1

--- 2 ---
Below is a 2-piece molecular cluster, C3H9N2 overall, with properties calculated with ωB97M-V with the def2-TZVPD basis set.

The geometry in XYZ format:
```
14
C3H9N2, DFT ωB97M-V with the def2-TZVPD basis set
C 1.518 -1.183 0.563
C 2.490 -0.325 0.918
N 0.047 -1.002 0.777
H 1.638 -2.081 -0.069
H 3.427 -0.318 0.356
H 2.296 0.444 1.652
H -0.166 -0.237 1.429
H -0.343 -0.767 -0.127
H -0.408 -1.914 1.027
C -1.973 1.126 -1.229
N -1.833 2.309 -1.651
H -1.152 0.419 -1.363
H -2.870 0.678 -0.799
H -2.669 2.852 -1.485
```

Calculated values
LUMO level = -4.0 eV
Kohn-Sham gap = 9.8 eV
highest occupied orbital energy = -13.8 eV
net charge = +1

--- 3 ---
Below is an isolated ion of composition C3H9N2 and charge +1, with properties calculated with ωB97M-V with the def2-TZVPD basis set.

The geometry in XYZ format:
```
14
C3H9N2, DFT ωB97M-V with the def2-TZVPD basis set
C 1.957 0.114 0.487
C 0.594 -0.517 0.167
N -2.170 -0.282 -0.959
C -1.627 0.664 -0.160
N -0.527 0.399 0.498
H 2.181 0.075 1.557
H 2.669 -0.614 0.103
H 2.008 1.138 0.128
H 0.578 -0.595 -0.934
H 0.442 -1.519 0.547
H -1.685 -1.179 -0.846
H -1.970 -0.235 -1.970
H -2.101 1.623 0.031
H -0.350 0.928 1.352
```

Calculated values
LUMO level = -4.7 eV
Kohn-Sham gap = 11.4 eV
highest occupied orbital energy = -16.2 eV
SMILES = CC/[NH+]=C\N
net charge = +1

Each structure's energy above the most stable one, in eV: 1 0.000; 2 2.279; 3 0.454.